Entry 1:
A 2-piece molecular cluster, C2H9NS2 overall. Source: OMol25; level of theory: wB97M-V/def2-TZVPD.

Last column: Löwdin charge in e.
Geometry (Å):
1 S 3.385 0.705 0.850  0.242
2 S 2.313 -0.238 2.357  0.235
3 N -0.346 -0.256 -0.978  -0.183
4 C -1.543 -1.081 -0.981  -0.163
5 C -0.506 0.910 -0.116  -0.161
6 H -2.328 -0.591 -1.564  0.074
7 H -0.435 0.663 0.948  0.045
8 H 0.249 1.654 -0.346  0.066
9 H 1.114 0.360 2.297  -0.232
10 H 0.420 -0.804 -0.597  0.078
11 H -1.500 1.302 -0.313  0.078
12 H -1.345 -2.071 -1.390  0.075
13 H 2.537 0.632 -0.184  -0.231
14 H -2.016 -1.184 0.019  0.077

Atoms 1-6, force components in eV/Å:
-0.036 0.462 0.231
-0.010 -0.516 -0.184
0.317 -0.210 0.313
-0.641 0.224 0.458
-0.140 -0.330 -0.313
0.200 -0.089 -0.286

Output
Kohn-Sham gap   9.2531 eV
SMILES   CNC.SS



Entry 2:
C2H9O3 as an isolated structure at a distorted geometry. Source: OMol25; level of theory: wB97M-V/def2-TZVPD.

Last column: Löwdin charge in e.
Geometry (Å):
1 O 3.138 -2.304 -0.114  -0.136
2 O -0.610 -0.433 -0.917  -0.316
3 O 1.578 -0.169 0.122  -0.221
4 C -1.709 0.153 -0.287  -0.445
5 C -1.425 1.530 0.373  -0.121
6 H -0.364 1.547 0.671  0.037
7 H -2.479 0.397 -1.039  0.076
8 H -1.480 2.373 -0.321  0.055
9 H -2.013 -0.577 0.477  0.081
10 H 1.585 0.717 0.488  -0.015
11 H -1.905 1.610 1.355  0.050
12 H 2.540 -1.521 0.042  -0.027
13 H 0.570 -0.334 -0.363  -0.023
14 H 2.575 -2.989 -0.488  0.005

Atoms 1-6, force components in eV/Å:
0.000 -0.146 0.088
-0.338 0.476 -0.352
0.113 -0.226 0.034
1.556 -0.031 -0.519
1.581 -0.698 0.615
-0.107 -0.207 -0.126

Output
Total charge   -1
Kohn-Sham gap   8.0817 eV



Entry 3:
A 3-piece molecular cluster, C2H9O3 overall at a distorted geometry. Source: OMol25; level of theory: wB97M-V/def2-TZVPD.

Last column: Löwdin charge in e.
Geometry (Å):
1 O 1.663 -0.363 -0.111  -0.350
2 O 3.516 -1.768 -0.952  -0.248
3 O -0.918 -0.763 -0.297  -0.160
4 C -1.678 -0.065 0.662  -0.378
5 C -1.679 1.450 0.464  -0.109
6 H -1.374 1.753 -0.539  0.064
7 H 3.348 -2.120 -1.824  -0.046
8 H -2.526 2.046 0.830  0.054
9 H -1.425 -0.386 1.658  0.088
10 H -0.819 1.884 1.015  0.064
11 H -2.699 -0.416 0.681  0.080
12 H 1.799 0.380 -0.710  -0.044
13 H 0.096 -0.467 -0.341  0.040
14 H 2.697 -1.166 -0.535  -0.054

Atoms 1-6, force components in eV/Å:
-0.550 0.534 -0.235
0.517 0.135 0.662
0.127 0.620 -0.221
0.024 -0.197 -0.713
1.745 1.034 0.877
-0.718 -0.386 -0.320

Output
Total charge   -1
Kohn-Sham gap   8.4325 eV



Entry 4:
A 2-piece molecular cluster, C2H9OS overall at a distorted geometry. Source: OMol25; level of theory: wB97M-V/def2-TZVPD.

Last column: Mulliken spin population.
Geometry (Å):
1 S 0.053 0.983 -0.006  0.431
2 O 1.974 -1.503 -0.859  0.055
3 C 0.135 -0.216 1.433  0.359
4 C -1.652 1.498 -0.619  0.270
5 H 2.904 -1.721 -0.668  -0.004
6 H -1.455 2.446 -1.110  -0.011
7 H -2.118 0.756 -1.330  -0.070
8 H -2.275 1.437 0.277  -0.013
9 H -0.258 0.213 2.288  -0.059
10 H 1.196 -0.477 1.628  -0.035
11 H 0.205 -0.096 -0.885  0.171
12 H -0.344 -1.185 1.237  -0.075
13 H 1.636 -2.135 -1.386  -0.019

Atoms 1-6, force components in eV/Å:
0.026 0.513 0.606
2.473 3.350 3.046
1.806 -2.036 -1.264
-0.112 -1.707 -0.830
-0.677 0.016 -0.246
-0.538 0.263 0.370

Output
Kohn-Sham gap (spin up / spin down)   4.7954 / 10.8040 eV
2S+1   2



Entry 5:
C2H9OS as an isolated structure at a distorted geometry. Source: OMol25; level of theory: wB97M-V/def2-TZVPD.

Last column: Löwdin charge in e.
Geometry (Å):
1 S 1.492 -0.524 -0.552  0.980
2 O -1.902 1.159 -0.994  -0.068
3 C -0.195 -1.238 1.528  -0.103
4 C 0.330 -0.149 0.679  -0.562
5 H 0.466 0.780 1.218  0.101
6 H -1.719 1.020 -1.933  0.059
7 H 0.196 0.730 -0.461  0.182
8 H -2.780 1.559 -0.973  0.058
9 H -0.621 -2.036 0.909  0.105
10 H -2.248 4.399 0.006  0.010
11 H 0.651 -1.701 2.069  0.125
12 H -2.913 4.316 0.332  0.014
13 H -0.936 -0.879 2.237  0.099

Atoms 1-6, force components in eV/Å:
-2.726 2.188 0.762
0.535 -0.255 -0.218
-1.341 -0.508 -0.658
3.403 -1.041 0.302
-0.244 0.746 -0.114
-0.214 0.049 0.053

Output
Total charge   +1
Kohn-Sham gap   8.0127 eV



Entry 6:
C2HAgO3 as an isolated structure at a distorted geometry. Source: OMol25; level of theory: wB97M-V/def2-TZVPD.

Last column: Mulliken spin population.
Geometry (Å):
1 Ag 0.710 -2.320 -0.112  0.995
2 O 1.549 -0.280 -0.351  -0.084
3 O 0.678 1.768 -0.068  -0.015
4 O -0.336 -0.061 0.743  -0.019
5 C -1.541 -0.330 0.018  0.061
6 C 0.758 0.562 0.175  0.053
7 H -1.817 0.660 -0.405  0.009

Atoms 1-6, force components in eV/Å:
-0.065 -0.864 -0.098
0.215 0.777 1.367
0.307 -0.314 1.288
-4.012 -2.452 -0.005
2.296 0.978 2.582
0.676 1.788 -4.436

Output
Total charge   -1
Kohn-Sham gap (spin up / spin down)   4.9487 / 8.3355 eV
2S+1   2



Entry 7:
C2HAuF6NO4S2 as an isolated structure at a distorted geometry. Source: OMol25; level of theory: wB97M-V/def2-TZVPD.

Last column: Mulliken spin population.
Geometry (Å):
1 Au -0.622 1.671 0.059  0.597
2 S 1.510 -0.124 -0.354  0.023
3 S -0.553 -1.013 1.313  0.226
4 F -2.904 -0.197 -2.329  0.001
5 F 3.747 -0.605 0.984  0.005
6 F -3.379 -0.714 -0.305  -0.003
7 F 2.723 1.210 1.563  0.001
8 F 3.813 1.128 -0.297  0.008
9 F -1.654 -1.478 -1.412  0.002
10 O -0.631 -1.629 2.654  0.253
11 O -2.085 1.336 -0.933  0.124
12 O -0.746 0.535 1.409  0.294
13 O 2.053 -0.747 -1.606  0.029
14 N 0.985 -1.209 0.728  0.399
15 C -2.394 -0.420 -1.125  0.004
16 C 3.054 0.432 0.543  0.038
17 H -2.917 1.824 -0.891  0.001

Atoms 1-6, force components in eV/Å:
7.591 6.543 -2.178
1.590 -0.555 -3.069
2.756 -1.841 2.753
-0.333 0.912 0.235
-0.398 0.107 -0.171
1.886 0.819 0.537

Output
Total charge   +1
Kohn-Sham gap (spin up / spin down)   6.6216 / 5.6817 eV
2S+1   3



Entry 8:
One molecule with the formula C2HBr2ClF2 at a distorted geometry. Source: OMol25; level of theory: wB97M-V/def2-TZVPD.

Last column: Löwdin charge in e.
Geometry (Å):
1 Br 1.598 1.542 -0.906  0.621
2 Br 1.227 -1.691 -1.062  0.759
3 Cl -1.966 -1.330 0.335  0.613
4 F -0.908 0.850 1.206  -0.032
5 F 1.320 -0.061 1.159  -0.087
6 C -0.897 0.098 0.116  -0.753
7 C 0.817 -0.153 -0.081  -1.228
8 H -1.191 0.745 -0.767  0.107

Atoms 1-6, force components in eV/Å:
-0.763 -1.056 0.021
0.275 -0.346 0.009
1.011 0.800 -0.280
-0.614 0.438 0.840
0.136 -1.204 -0.174
2.206 0.476 -1.844

Output
Kohn-Sham gap   10.6676 eV
SMILES   F[C@H](Cl)C(F)(Br)Br



Entry 9:
C2HBr2ClO as an isolated structure. Source: OMol25; level of theory: wB97M-V/def2-TZVPD.

Last column: Löwdin charge in e.
Geometry (Å):
1 Br -1.138 -0.446 -2.787  0.732
2 Br -2.873 0.480 -0.315  0.759
3 Cl -0.025 -2.821 -1.014  0.632
4 O -1.495 -1.943 0.938  0.014
5 C -1.515 -0.595 -0.989  -1.278
6 C -1.115 -1.723 -0.170  -1.046
7 H 0.357 0.404 0.122  0.186

Atoms 1-6, force components in eV/Å:
0.007 0.104 -0.099
0.045 -0.021 -0.003
0.252 -0.299 0.167
0.059 0.056 -0.084
-0.087 0.719 0.165
-0.022 -0.408 0.077

Output
Kohn-Sham gap (spin up / spin down)   8.4419 / 8.4146 eV



Entry 10:
C2HBr2IO as an isolated structure at a distorted geometry. Source: OMol25; level of theory: wB97M-V/def2-TZVPD.

Last column: Löwdin charge in e.
Geometry (Å):
1 I -1.739 -1.363 0.439  0.717
2 Br -1.648 1.426 -1.353  0.520
3 Br -0.985 1.554 1.954  0.477
4 O 0.967 -1.300 -0.910  -0.094
5 C 1.694 -0.512 -0.402  -0.018
6 C -0.919 0.636 0.228  -1.647
7 H 2.631 -0.440 0.044  0.045

Atoms 1-6, force components in eV/Å:
0.202 0.752 0.127
0.492 0.227 0.766
0.084 -0.138 -1.301
2.395 0.470 0.518
-4.391 0.040 -1.534
-0.989 -0.752 0.676

Output
Kohn-Sham gap (spin up / spin down)   8.3182 / 6.6457 eV



Entry 11:
A 2-piece molecular cluster, C2HBr2NS2 overall at a distorted geometry. Source: OMol25; level of theory: wB97M-V/def2-TZVPD.

Last column: Löwdin charge in e.
Geometry (Å):
1 Br -3.202 -1.034 0.276  0.810
2 Br 0.082 0.457 2.037  0.581
3 S -2.329 2.818 -1.517  0.629
4 S 1.654 2.308 0.051  0.645
5 N -2.583 1.517 -0.773  -0.715
6 C -2.668 0.639 0.040  -0.754
7 C 0.429 2.083 1.046  -1.166
8 H -0.276 2.810 1.355  -0.030

Atoms 1-6, force components in eV/Å:
-0.243 -0.921 0.275
0.119 0.339 -0.281
0.397 2.418 -1.708
-0.615 -0.127 0.337
-0.286 -3.600 3.606
0.114 2.118 -2.191

Output
Kohn-Sham gap   7.8383 eV
SMILES   [S-][N+]#CBr.S=CBr



Entry 12:
One molecule with the formula C2HBr3 at a distorted geometry. Source: OMol25; level of theory: wB97M-V/def2-TZVPD.

Last column: Löwdin charge in e.
Geometry (Å):
1 Br 0.682 -2.185 -0.100  0.636
2 Br -0.534 2.288 -0.092  0.707
3 Br -2.233 -0.632 -0.084  0.386
4 C -0.341 0.455 0.163  -1.093
5 C 0.737 -0.265 0.020  -0.724
6 H 1.689 0.339 0.093  0.087

Force components x, y, z for each atom (eV/Å):
0.663 1.269 0.127
0.106 -0.224 0.391
2.178 1.717 0.515
-3.573 -1.260 -1.337
1.409 -0.116 0.613
-0.783 -1.386 -0.309

Output
Kohn-Sham gap   9.1516 eV
SMILES   BrC=C(Br)Br



Question: Number 3 is which compound?
Answer: C2H9O3



Repeat the eleventh record exactly.
A 2-piece molecular cluster, C2HBr2NS2 overall at a distorted geometry. Source: OMol25; level of theory: wB97M-V/def2-TZVPD.

Last column: Löwdin charge in e.
Geometry (Å):
1 Br -3.202 -1.034 0.276  0.810
2 Br 0.082 0.457 2.037  0.581
3 S -2.329 2.818 -1.517  0.629
4 S 1.654 2.308 0.051  0.645
5 N -2.583 1.517 -0.773  -0.715
6 C -2.668 0.639 0.040  -0.754
7 C 0.429 2.083 1.046  -1.166
8 H -0.276 2.810 1.355  -0.030

Atoms 1-6, force components in eV/Å:
-0.243 -0.921 0.275
0.119 0.339 -0.281
0.397 2.418 -1.708
-0.615 -0.127 0.337
-0.286 -3.600 3.606
0.114 2.118 -2.191

Output
Kohn-Sham gap   7.8383 eV
SMILES   [S-][N+]#CBr.S=CBr